[1]
Formula: CH6N2OS
Source: the OMol25 dataset
Level of theory: the ωB97M-V functional and the def2-TZVPD basis

- LUMO (spin up / spin down) (eV) = 0.5 / 0.5
- relative energy (zero: lowest compared OMol25 entry of this formula, charge and spin) (eV) = 3.317
- F_max (hartree/bohr) = 0.0771
- orbital gap (spin up / spin down) (eV) = 9.07 / 9.07
- 2S+1 = 1

Atoms and positions in Å:
C1 0.60902 1.44271 -0.08581
N1 -1.62427 -1.36442 -0.12490
N2 -0.20596 -1.30031 0.11618
O1 2.34664 -0.41924 0.65071
S1 1.46720 -0.16824 -0.46306
H1 1.16292 2.27624 -0.50930
H2 -0.38723 1.41146 -0.51779
H3 0.55295 1.54655 0.99294
H4 -1.75667 -1.86690 -0.99877
H5 -2.08659 -0.44956 -0.16370
H6 -0.07802 -1.10828 1.10351

***

[2]
Formula: C4H11NO3
Source: the OMol25 dataset
Level of theory: the ωB97M-V functional and the def2-TZVPD basis

- LUMO (spin up / spin down) (eV) = 3.5 / 0.9
- relative energy (zero: lowest compared OMol25 entry of this formula, charge and spin) (eV) = 0.323
- F_max (hartree/bohr) = 0.0440
- charge = -1
- orbital gap (spin up / spin down) (eV) = 7.67 / 5.04
- 2S+1 = 2

Atoms and positions in Å:
C1 -0.73946 -0.00744 -0.77839
N1 -0.36494 -1.37494 -1.14201
C2 0.39380 -1.42974 -2.40392
O1 0.11442 -0.55414 -3.24382
O2 1.22472 -2.35628 -2.45700
C3 0.43041 0.87153 -0.32566
C4 -0.06052 2.25173 0.07773
H1 -1.45376 0.46731 -1.44113
H2 -1.29574 -0.19329 0.16358
H3 0.27465 -1.72955 -0.43948
H4 0.09270 -0.04204 1.98962
H5 1.20610 0.92426 -1.09241
H6 0.88150 0.32294 0.51903
H7 -0.80102 2.23983 0.87352
H8 0.72079 2.96309 0.34395
H9 -0.60380 2.63326 -0.79290
H10 0.18038 -1.55178 2.63661
H11 -0.26851 -1.36782 4.04916
O3 0.06828 -2.06694 3.46351

***

[3]
Formula: C32H21CaF5I2N7O3SSeTe
Source: the OMol25 dataset
Level of theory: the ωB97M-V functional and the def2-TZVPD basis

- LUMO (eV) = 1.3
- relative energy (zero: lowest compared OMol25 entry of this formula, charge and spin) (eV) = 0.000
- F_max (hartree/bohr) = 0.0330
- charge = -1
- orbital gap (eV) = 6.80
- 2S+1 = 1

Atoms and positions in Å:
Ca1 -0.74085 -0.43588 -0.15568
Se1 -7.04881 3.62143 -3.25318
N1 -5.26176 3.79819 -3.41056
C1 -4.72960 2.88514 -2.65638
C2 -3.28519 2.71012 -2.49411
C3 -2.37419 3.52705 -3.15324
C4 -1.02678 3.32528 -2.95650
C5 -0.63770 2.29809 -2.10486
N2 -1.49623 1.51728 -1.47020
C6 -2.80615 1.71412 -1.64817
C7 -3.74354 0.81775 -0.91552
N3 -3.22325 -0.10681 -0.09577
C8 -4.04215 -0.94143 0.52860
C9 -5.42501 -0.90491 0.38429
C10 -5.96849 0.05625 -0.43579
C11 -5.11773 0.93978 -1.09564
C12 -5.64222 1.99813 -1.96384
N4 -6.91109 2.19332 -2.15827
H1 -2.74273 4.31178 -3.80064
H2 -0.28141 3.93591 -3.44554
H3 0.40930 2.09081 -1.91814
H4 -3.57452 -1.66231 1.19222
H5 -6.03506 -1.62254 0.91460
H6 -7.03672 0.14880 -0.58141
S1 1.11724 -0.00860 2.60265
C13 2.30487 0.24877 1.30098
C14 3.65374 -0.00832 1.55254
C15 4.55181 0.09167 0.50968
C16 4.09389 0.44994 -0.75210
C17 2.74208 0.69157 -0.90103
N5 1.86137 0.60512 0.09611
H7 3.97019 -0.28342 2.54886
H8 5.60285 -0.11024 0.67655
H9 4.75632 0.52467 -1.60263
H10 2.33150 0.93349 -1.87433
O1 0.24374 -3.81522 -0.98808
C18 -0.17078 -3.67700 0.18753
N6 -0.51628 -4.75389 0.93767
C19 -1.26515 -4.32016 2.09954
C20 -1.06019 -2.78054 1.96293
O2 -1.55186 -1.98205 2.73865
N7 -0.34918 -2.50373 0.83962
C21 -2.76848 -4.53287 1.94888
C22 -3.59600 -4.27776 3.04254
C23 -4.97155 -4.36781 2.91566
C24 -5.54018 -4.70889 1.69212
C25 -4.72286 -4.94455 0.59970
C26 -3.34013 -4.85294 0.72475
C27 -0.68072 -4.88905 3.37983
C28 -1.03322 -6.16941 3.79347
C29 -0.44875 -6.73410 4.91716
C30 0.49055 -6.01653 5.64559
C31 0.84097 -4.73728 5.24036
C32 0.25976 -4.17348 4.11258
H11 -0.60540 -5.65851 0.50781
H12 -3.15212 -3.99031 3.98662
H13 -5.60197 -4.16378 3.77227
H14 -6.61664 -4.77954 1.59393
H15 -5.15422 -5.18484 -0.36375
H16 -2.71858 -4.98279 -0.15168
H17 -1.77821 -6.72594 3.23588
H18 -0.73006 -7.73258 5.22806
H19 0.94353 -6.45152 6.52770
H20 1.56836 -4.16686 5.80420
H21 0.53573 -3.17027 3.81047
F1 -1.83349 -2.63362 -1.27108
Te1 -0.41552 -2.36733 -2.64330
F2 -1.84212 -1.08300 -2.92134
F3 -1.32309 -3.78696 -3.40146
F4 -0.13606 -1.73618 -4.40100
F5 1.15398 -3.28792 -3.13112
O3 0.50621 -1.06068 -1.74532
I1 -0.67158 1.75115 2.03112
I2 -2.85246 3.78109 1.22210